Entry 1:
Computed, not measured: C19H25CuN3SSi as an isolated structure in a non-equilibrium geometry, with ωB97M-V with the def2-TZVPD basis set.

Geometry as XYZ:
```
50
Properties=species:S:1:pos:R:3:forces:R:3
C -4.4457 0.2379 1.7100 0.70 0.14 0.48
C -3.1868 -0.4322 1.7426 -0.05 0.40 0.43
C -2.1540 0.5615 1.9727 -1.03 0.10 -0.10
H -3.0049 -1.5081 1.6777 -0.23 0.37 0.19
C -2.8122 1.8338 2.0170 -0.43 -0.31 0.37
C -4.2223 1.6274 1.8907 0.94 -0.48 0.33
H -4.9895 2.3678 2.1117 0.16 -0.06 -0.35
H -5.4114 -0.2508 1.6741 0.06 0.03 -0.12
H -1.1161 0.3416 2.1896 -0.04 0.13 0.11
H -2.3104 2.7880 2.1644 -0.15 -0.17 0.14
Cu -2.2479 0.3171 -0.0764 -0.24 -0.02 -0.31
C -0.1001 0.5239 -0.9024 -1.54 -0.99 -0.70
H 0.1936 1.4236 -0.2760 -0.10 -1.39 -1.04
H -0.7590 0.7072 -1.8215 0.40 -0.01 1.50
H -0.3030 -0.4483 -0.3263 -0.71 1.59 -0.21
Si 2.3012 -0.0816 -1.1640 3.20 -0.41 0.09
C 2.7062 -1.8942 -1.1861 0.65 -0.39 -0.72
C 2.3915 -2.7658 -0.1062 -0.05 0.07 -0.27
H 1.9073 -2.3573 0.7932 0.25 -0.19 -0.40
C 2.6595 -4.1357 -0.1869 0.24 0.16 -0.41
H 2.4009 -4.8068 0.6499 0.16 0.45 -0.54
C 3.2690 -4.6556 -1.3521 0.00 0.22 0.09
H 3.4850 -5.7287 -1.4203 -0.11 0.48 0.04
C 3.6103 -3.8105 -2.4199 -0.23 0.47 0.15
H 4.0957 -4.2157 -3.3222 -0.29 0.19 0.55
C 3.3269 -2.4262 -2.3382 -0.27 -1.16 0.49
H 3.5566 -1.7566 -3.1642 0.11 -0.23 0.06
C 3.2405 0.6946 0.2318 0.26 0.58 0.36
C 4.4168 0.0867 0.7448 -0.13 0.28 0.57
H 4.8290 -0.8066 0.2649 -0.24 0.30 0.17
C 5.0554 0.6031 1.8924 -0.61 0.20 -0.40
H 5.9533 0.1134 2.2982 -0.51 0.27 -0.24
C 4.5256 1.7477 2.5137 -0.17 -0.01 -0.22
H 4.9900 2.1339 3.4259 -0.15 -0.11 -0.36
C 3.4037 2.4091 1.9717 0.12 -0.19 -0.17
H 3.0137 3.3268 2.4442 0.28 -0.60 -0.27
C 2.7798 1.8924 0.8265 0.54 -0.24 0.43
H 1.9188 2.4007 0.3831 0.28 -0.03 0.32
H 0.7316 -0.0954 -1.4807 -1.71 1.28 0.69
H 2.1751 0.7903 -2.4045 0.82 -0.63 0.25
N -3.0675 2.1447 -0.9997 -0.10 -0.30 -0.52
N -4.4061 1.9768 -1.5143 0.16 -0.39 1.19
C -4.8158 0.6286 -1.4812 1.09 0.37 -0.87
N -6.1300 0.5025 -1.5916 -0.55 -0.12 0.10
S -3.7605 -0.6904 -1.5565 -0.78 0.61 -0.17
H -2.4409 2.2801 -1.7626 0.23 -0.01 -1.13
H -2.9638 2.9987 -0.4861 -0.63 0.31 0.78
H -5.0474 2.5418 -0.9401 0.46 -0.30 -0.36
H -6.5132 -0.4168 -1.4846 -0.18 -0.10 -0.17
H -6.7285 1.2819 -1.8262 0.09 -0.17 0.19
```
Positions in Å, forces in eV/Å.

Results
- E_LUMO (spin up / spin down) (eV) = 0.33 / 0.22
- multiplicity = 2
- E_tot (eV) = -87925.3982
- Kohn-Sham gap (spin up / spin down) (eV) = 5.4 / 6.6
- energy above the lowest of the compared OMol25 structures with the same formula, charge and spin (kcal/mol) = 59.0
- total charge = 0
- HOMO (spin up / spin down) (eV) = -5.09 / -6.34

How is the electron density shared among the atoms? According to natural (NBO), the charges in e are: C -0.342; C -0.417; C -0.491; H 0.223; C -0.360; C -0.368; H 0.204; H 0.204; H 0.227; H 0.200; Cu 0.815; C -0.941; H 0.261; H 0.253; H 0.248; Si 1.062; C -0.501; C -0.153; H 0.207; C -0.230; H 0.219; C -0.221; H 0.215; C -0.211; H 0.216; C -0.213; H 0.210; C -0.403; C -0.223; H 0.223; C -0.212; H 0.219; C -0.213; H 0.215; C -0.213; H 0.218; C -0.232; H 0.195; H 0.164; H -0.152; N -0.690; N -0.475; C 0.321; N -0.777; S -0.238; H 0.363; H 0.390; H 0.385; H 0.423; H 0.401



Entry 2:
Computed, not measured: one molecule with the formula C21H22N2O in a non-equilibrium geometry, with ωB97M-V with the def2-TZVPD basis set.

Geometry as XYZ:
```
46
Properties=species:S:1:pos:R:3:forces:R:3
O -2.2427 -0.1543 3.1580 -1.16 0.10 -1.37
C -1.0605 1.7436 -3.6265 -0.95 -1.42 -0.45
C -1.0042 0.6972 -2.6115 -0.99 -1.21 -0.66
C 1.6155 -2.2486 0.5480 0.95 -1.86 -0.45
C 2.1605 -3.2918 1.2024 0.61 0.85 1.22
C -0.4327 2.8690 -3.4784 1.26 1.33 -2.09
C -0.4638 0.9209 -1.4067 0.50 -1.30 0.46
C 1.1337 -4.8508 -0.3810 -1.77 -1.17 -4.68
C -1.3545 -0.6844 -2.9642 -0.42 0.07 0.26
C -0.1142 -3.9827 -2.2491 -3.22 0.37 -4.65
C -0.7155 -2.9835 -2.9495 0.47 -1.40 2.92
C 0.7891 -2.4827 -0.6294 -0.98 2.59 0.45
C 0.0439 -1.4399 -1.1638 0.76 -1.43 1.83
C 0.5874 -3.8186 -1.1215 3.27 -1.36 4.70
C -0.7554 -1.6865 -2.2805 -0.59 -0.16 -3.81
N -0.2314 -0.2155 -0.5396 0.71 1.69 0.86
N -0.8419 -0.1888 0.7726 -0.18 0.51 -1.84
C 1.9009 -4.7168 0.7575 0.42 1.52 5.75
C -2.9125 -0.6342 1.9133 0.02 1.50 0.58
C -1.3414 0.8984 2.8355 1.65 -1.09 1.34
C 0.3111 3.1946 -2.2818 0.85 0.08 1.94
C -0.0682 2.3198 -1.0419 -0.98 0.48 0.51
C -1.8193 -1.2460 1.0432 -0.65 0.38 0.67
C -0.1712 0.3799 1.9663 -1.13 -0.02 -1.71
H -1.4852 1.5107 -4.5876 -0.27 -0.22 -0.14
H 2.0290 -1.2784 0.6493 -0.23 1.04 0.66
H 2.8139 -3.1169 2.1501 -1.02 -0.37 -1.97
H -0.1924 3.4932 -4.3764 -0.69 -0.35 0.88
H 1.1928 -5.9294 -0.7294 -0.86 1.45 -0.19
H -2.0437 -1.0842 -3.7381 0.63 1.28 0.06
H -0.4032 -4.9163 -2.6398 0.54 -1.58 -0.14
H -1.2858 -3.3648 -3.7763 -0.38 0.96 -0.48
H 2.8554 -5.1983 0.6722 0.55 -0.66 0.15
H 1.3295 -5.1717 1.6762 1.10 0.09 -1.34
H -3.7590 -1.3376 2.1656 1.14 0.73 0.02
H -3.3160 0.2985 1.4000 0.19 -1.17 0.49
H -0.8744 1.2143 3.7830 -0.39 -0.14 -0.03
H -1.7804 1.8136 2.4139 -0.27 -0.52 -0.37
H 1.3814 3.0665 -2.4338 0.28 0.23 -0.40
H 0.1110 4.2632 -2.1274 0.36 -0.20 0.70
H -1.0407 2.7405 -0.7327 0.39 0.21 0.68
H 0.6592 2.3097 -0.1871 -0.62 0.36 -0.99
H -2.3131 -1.7461 0.1840 0.85 0.62 0.09
H -1.3754 -1.9851 1.6972 0.32 -0.78 -0.05
H 0.5453 -0.3568 2.3212 -0.22 -0.08 1.06
H 0.3915 1.2747 1.7213 0.16 0.03 -0.48
```
Positions in Å, forces in eV/Å.

Results
- E_LUMO (eV) = -0.18
- SMILES = C1=Cc2c3c(ccc2=CC1)=CC1=C(CCC=C1)N3N1CCOCC1
- E_tot (eV) = -27155.4938
- Kohn-Sham gap (eV) = 6.0
- energy above the lowest of the compared OMol25 structures with the same formula, charge and spin (kcal/mol) = 92.1
- total charge = 0
- HOMO (eV) = -6.22

How is the electron density shared among the atoms? According to natural (NBO), the charges in e are: O -0.541; C -0.201; C -0.147; C -0.259; C -0.136; C -0.167; C 0.244; C -0.138; C -0.162; C -0.186; C -0.177; C -0.002; C 0.133; C -0.108; C -0.094; N -0.288; N -0.311; C -0.494; C -0.072; C -0.072; C -0.433; C -0.445; C -0.269; C -0.244; H 0.210; H 0.218; H 0.209; H 0.206; H 0.203; H 0.216; H 0.206; H 0.217; H 0.230; H 0.222; H 0.200; H 0.174; H 0.190; H 0.177; H 0.212; H 0.222; H 0.216; H 0.223; H 0.231; H 0.188; H 0.195; H 0.204



Entry 3:
Computed, not measured: a 2-piece molecular cluster, C2H6NO2 overall in a non-equilibrium geometry, with ωB97M-V with the def2-TZVPD basis set.

Geometry as XYZ:
```
11
Properties=species:S:1:pos:R:3:forces:R:3
C 0.4539 0.4566 2.2626 -0.24 -0.20 -0.36
N -0.0587 1.1661 1.3392 -1.91 0.01 0.46
H 0.3551 -0.6174 2.1342 0.24 0.01 0.10
H 0.9091 0.8817 3.1415 0.31 0.23 0.00
H -0.7220 0.6969 0.7152 0.77 -0.40 -0.66
H -0.2816 2.1584 1.3960 0.89 0.14 0.28
O -0.4565 -0.9102 -0.6880 0.22 0.36 0.37
C -0.3863 -0.8782 -1.8878 0.08 0.44 0.37
O 0.7687 -0.8882 -2.5413 0.22 -0.71 0.23
H -1.2646 -0.7046 -2.4893 -0.55 -0.31 -0.57
H 0.6830 -1.3612 -3.3825 -0.01 0.43 -0.20
```
Positions in Å, forces in eV/Å.

Results
- E_LUMO (eV) = -5.54
- E_tot (eV) = -7748.7041
- Kohn-Sham gap (eV) = 9.4
- energy above the lowest of the compared OMol25 structures with the same formula, charge and spin (kcal/mol) = 27.7
- total charge = +1
- HOMO (eV) = -14.89

How is the electron density shared among the atoms? According to natural (NBO), the charges in e are: C 0.179; N -0.575; H 0.245; H 0.236; H 0.463; H 0.442; O -0.636; C 0.673; O -0.660; H 0.121; H 0.511